Record 1
Density functional theory data (ωB97M-V/def2-TZVPD) for the molecule C4H8ClN in a non-equilibrium geometry.

```
14
Properties=species:S:1:pos:R:3:forces:R:3:lowdin_charge:R:1
C 1.663322 0.822088 -1.623083 1.019 0.773 -1.212 -0.20
C 0.891100 0.479755 -0.417590 0.722 -0.935 2.243 -0.70
C -0.095503 -0.402736 -0.187400 -0.608 1.551 1.378 -0.11
C -0.796951 -0.819605 1.199975 -0.282 0.525 -3.979 -0.24
H 2.549277 0.005666 -1.616186 -2.084 1.841 -0.821 0.12
H 2.226079 1.864243 -1.412042 -1.568 -2.335 -1.013 0.09
H 0.892060 0.861358 -2.524630 2.245 -0.274 1.416 0.11
H -0.708180 -0.569555 -1.060076 -0.037 -0.668 -0.258 0.10
H -0.305647 -0.250266 1.974462 -0.174 -0.183 0.575 0.07
H -0.752328 -1.892682 1.202858 0.893 -0.496 0.846 0.09
H -2.443658 0.329703 0.720899 -0.150 -0.283 0.212 0.06
H -2.788932 -0.864893 1.861933 1.015 0.533 -2.042 0.10
N -2.270673 -0.655637 0.935502 -0.139 0.446 2.442 -0.05
Cl 1.940033 1.092561 0.945378 -0.853 -0.496 0.211 0.56
```
Forces are in eV/Å.

Summary:
SMILES string ... C/C(Cl)=C/CN
Kohn-Sham gap ... 10.26 eV


Record 2
Density functional theory data (ωB97M-V/def2-TZVPD) for the molecule C4H8ClN in a non-equilibrium geometry.

```
14
Properties=species:S:1:pos:R:3:forces:R:3:lowdin_charge:R:1
C 1.166157 0.775499 -0.139165 -0.538 0.849 1.449 -0.74
C -0.175923 0.044808 -0.128601 3.374 0.437 3.250 -0.41
C -1.263403 0.515271 -0.953572 -3.048 -0.883 -1.098 -0.08
C -0.103709 -1.378388 0.464639 1.158 0.799 -0.604 -0.08
N 0.492926 1.140813 1.095265 -1.673 -1.184 -1.151 0.02
Cl 2.592466 -0.252085 0.009540 1.017 0.263 -0.460 0.62
H 1.416162 1.733419 -0.698308 -0.476 -1.706 0.085 0.12
H -1.262149 -0.104788 -1.941715 -0.168 1.020 1.668 0.13
H -1.143693 1.542857 -1.201649 0.232 0.843 -0.358 0.06
H -2.328163 0.468075 -0.465081 1.980 -0.332 -0.823 0.12
H -0.795145 -1.474242 1.261526 -0.619 -0.044 0.912 0.06
H 0.934902 -1.510493 0.795842 -0.757 -0.056 0.472 0.00
H -0.235474 -2.246165 -0.165267 -0.466 0.170 -0.931 0.08
H 0.705049 0.745421 2.066543 -0.016 -0.174 -2.412 0.11
```
Forces are in eV/Å.

Summary:
SMILES string ... CC1(C)N[C@H]1Cl
Kohn-Sham gap ... 10.15 eV


Record 3
Density functional theory data (ωB97M-V/def2-TZVPD) for the molecule C4H8ClN in a non-equilibrium geometry.

```
14
Properties=species:S:1:pos:R:3:forces:R:3:lowdin_charge:R:1
C -0.113596 1.593215 0.102635 -2.818 0.424 2.291 -0.19
C 0.952226 0.786112 -0.448489 0.494 -5.091 -0.897 -0.09
C -0.808670 0.307508 0.774091 1.264 1.813 -1.819 -0.72
C 0.232049 -1.774300 -0.202964 -2.067 -1.355 1.423 -0.16
N 0.298942 -0.498089 0.461513 3.587 1.523 -1.692 -0.20
Cl -2.295601 -0.161037 -0.018327 -1.358 -0.083 -0.613 0.63
H 0.260060 2.312315 0.821408 -0.160 0.121 0.307 0.10
H -0.822121 2.089226 -0.538281 0.045 0.230 -0.513 0.09
H 0.823589 0.421479 -1.535608 0.508 0.981 1.508 0.13
H 1.992898 1.055272 -0.158547 -0.792 -0.472 -0.417 0.11
H -0.973897 0.259204 1.791063 -0.877 0.432 2.198 0.06
H -0.519232 -2.574303 0.328474 2.074 1.955 -0.659 0.13
H -0.282690 -1.664113 -1.152731 0.472 -0.191 -0.719 0.04
H 1.256037 -2.152494 -0.224242 -0.373 -0.287 -0.397 0.08
```
Forces are in eV/Å.

Summary:
SMILES string ... CN1CC[C@H]1Cl
Kohn-Sham gap ... 9.62 eV


Record 4
Density functional theory data (ωB97M-V/def2-TZVPD) for the molecule C4H8ClN3O2 in a non-equilibrium geometry.

```
18
Properties=species:S:1:pos:R:3:forces:R:3:lowdin_charge:R:1
C -2.417315 0.609674 0.238129 -1.096 -1.167 -0.945 -0.48
C 1.781559 -0.450786 0.839172 -2.079 -1.195 0.593 -0.10
C -2.589279 -0.711518 0.526303 3.056 2.248 -3.423 -0.47
C 0.922015 -0.254904 -1.466187 -0.452 -0.629 -0.785 -0.27
N -1.269014 0.562255 -1.989229 -0.116 0.224 -1.498 -0.01
N -0.102534 -0.066950 -2.173335 0.162 -0.247 -0.583 -0.02
N 1.087698 0.170869 -0.209090 -2.606 2.430 0.419 -0.07
O -1.749532 1.236737 -0.754028 0.554 -0.318 0.453 -0.03
O -3.214043 1.476317 0.910533 0.096 0.927 0.254 0.07
Cl -1.682661 -2.040565 -0.134728 -0.122 0.322 0.054 0.62
H 0.999535 -1.091627 1.374424 1.793 0.074 -0.341 0.11
H 2.615737 -0.887694 0.392598 1.396 -1.594 -0.115 0.07
H 2.123720 0.301707 1.478180 0.585 1.011 1.332 0.06
H -3.078343 -0.870926 1.364446 -2.504 -1.220 3.618 0.01
H 1.625653 -0.847135 -2.023508 0.894 -0.057 0.466 0.13
H -1.885308 -0.154853 -2.363536 -1.174 0.505 0.889 0.12
H -3.244526 2.400786 0.555268 0.501 -1.423 0.010 0.15
H 0.163564 0.498301 0.132761 1.113 0.110 -0.399 0.12
```
Forces are in eV/Å.

Summary:
SMILES string ... CN/C=N\NO/C(O)=C\Cl
Kohn-Sham gap ... 8.75 eV


Record 5
Density functional theory data (ωB97M-V/def2-TZVPD) for the molecule C4H8ClNO in a non-equilibrium geometry.

```
15
Properties=species:S:1:pos:R:3:forces:R:3:lowdin_charge:R:1
C 0.704879 0.975636 0.663019 1.103 1.473 -1.129 -0.18
C -0.191170 -0.199044 0.912558 -0.471 -0.554 2.813 -0.22
C 0.691242 1.132389 -0.940270 -1.073 -2.142 1.029 -0.09
C -1.240586 -0.053414 -0.188430 -0.170 -5.155 -0.697 -0.86
N -1.584103 -1.522036 -0.892168 3.895 4.421 -0.225 0.06
O -0.696837 0.664374 -1.181455 -0.020 1.074 -0.850 -0.15
Cl -2.846827 0.454769 0.496722 0.241 0.815 -0.219 0.61
H 0.191621 1.960754 1.017604 1.314 -1.709 -0.235 0.14
H 1.737378 0.766116 1.066751 -1.126 0.824 -0.244 0.12
H 0.435292 -1.152182 0.892765 -1.303 1.043 -0.334 0.14
H -0.678968 -0.090839 1.993965 1.019 -0.515 -2.372 0.14
H 0.619314 2.184737 -1.142121 0.688 0.282 -0.706 0.10
H 1.369709 0.465098 -1.656204 -1.156 1.673 1.899 0.16
H -2.327797 -1.946750 -0.480152 -2.719 -1.211 1.632 -0.02
H -1.866508 -1.163892 -1.792688 -0.223 -0.319 -0.362 0.05
```
Forces are in eV/Å.

Summary:
SMILES string ... N[C@@]1(Cl)CCCO1
Kohn-Sham gap ... 10.38 eV


Record 6
Density functional theory data (ωB97M-V/def2-TZVPD) for a cluster of 2 separate species, C4H8ClNO in total in a non-equilibrium geometry.

```
15
Properties=species:S:1:pos:R:3:forces:R:3:lowdin_charge:R:1
C -0.214129 0.835197 -0.426105 1.049 -4.882 -1.225 -0.29
C 1.599097 -1.633047 -0.233813 -0.160 1.062 1.408 -0.20
C -1.820654 1.090710 1.271854 -2.310 1.978 -0.270 -0.10
C 0.698703 -1.172109 -1.375447 -1.554 1.896 3.608 -0.61
N 0.462468 1.834614 -0.651558 -0.191 0.153 0.102 0.13
O -1.146469 0.271494 0.382106 1.264 0.519 -1.704 -0.11
Cl -0.596357 -2.276700 -1.629543 -0.186 0.078 -0.861 0.60
H 2.484868 -2.078443 -0.660222 0.568 0.029 0.247 0.06
H 1.758221 -0.727993 0.358401 1.263 0.442 -0.672 0.05
H 1.318902 -2.187478 0.714986 -0.882 -0.439 -1.955 0.09
H -2.927922 1.209796 1.019364 1.358 -0.483 0.082 0.12
H -1.439904 2.114502 1.273914 0.233 -0.095 0.160 0.08
H -1.742411 0.653674 2.225047 0.076 -0.389 1.335 0.07
H 1.197994 -0.617412 -2.148544 -0.201 -0.390 -0.641 0.06
H 0.367592 2.683197 -0.120440 -0.326 0.520 0.386 0.05
```
Forces are in eV/Å.

Summary:
Kohn-Sham gap (alpha / beta) ... 8.38 / 8.38 eV